A molecular structure, C79H59Cl25FN3OP, computed with ωB97M-V with the def2-TZVPD basis set.

CARTESIAN COORDINATES (ANGSTROEM)
C 6.847 0.971 -0.834
C 7.285 -0.473 -1.169
C 6.446 -1.129 -2.323
Cl 7.163 -0.692 -3.881
N 5.028 -0.629 -2.190
C 4.323 -1.215 -1.223
C 2.993 -0.744 -1.003
N 2.150 -1.289 0.000
C 2.601 0.313 -1.862
P 0.941 1.150 -1.711
O 1.222 2.464 -1.061
C 3.457 0.786 -2.877
F 3.048 1.747 -3.649
N 4.694 0.289 -3.026
H 6.715 1.521 -1.784
H 5.860 0.970 -0.339
H 7.552 1.508 -0.173
H 7.119 -1.098 -0.274
H 8.355 -0.444 -1.444
H 6.486 -2.207 -2.127
H 4.761 -2.006 -0.613
H 2.671 -1.490 0.853
H 1.842 -2.202 -0.333
H 0.072 0.427 -0.875
H 0.379 1.411 -2.984
Cl 7.491 0.355 2.666
C 6.919 1.959 2.997
C 7.369 3.060 2.281
Cl 8.521 2.898 1.000
C 6.891 4.327 2.584
C 5.963 4.493 3.600
C 5.510 3.391 4.314
C 5.989 2.128 4.012
H 7.242 5.186 2.028
H 5.593 5.482 3.835
H 4.779 3.509 5.112
H 5.634 1.271 4.571
Cl -0.378 -2.061 -1.223
C -1.821 -1.891 -2.174
C -2.985 -1.347 -1.648
Cl -3.088 -0.786 -0.015
C -4.115 -1.240 -2.447
C -4.083 -1.669 -3.764
C -2.916 -2.208 -4.290
C -1.788 -2.319 -3.495
H -5.025 -0.819 -2.041
H -4.967 -1.584 -4.379
H -2.888 -2.543 -5.318
H -0.880 -2.740 -3.906
Cl -7.100 -2.783 -4.812
C -7.230 -3.961 -3.551
C -7.004 -5.311 -3.783
Cl -6.564 -5.907 -5.344
C -7.129 -6.220 -2.741
C -7.476 -5.783 -1.473
C -7.697 -4.432 -1.241
C -7.574 -3.524 -2.280
H -6.956 -7.272 -2.919
H -7.575 -6.496 -0.665
H -7.966 -4.085 -0.251
H -7.748 -2.473 -2.095
Cl 3.138 1.485 -6.947
C 2.778 -0.176 -7.251
C 3.009 -1.168 -6.309
Cl 3.668 -0.814 -4.727
C 2.715 -2.492 -6.610
C 2.187 -2.825 -7.846
C 1.950 -1.832 -8.786
C 2.246 -0.512 -8.488
H 2.897 -3.267 -5.878
H 1.960 -3.858 -8.076
H 1.535 -2.086 -9.752
H 2.063 0.259 -9.224
Cl 13.334 -0.040 -1.465
C 12.597 -1.226 -2.483
C 11.421 -1.870 -2.124
Cl 10.606 -1.520 -0.638
C 10.868 -2.823 -2.969
C 11.485 -3.131 -4.170
C 12.659 -2.484 -4.531
C 13.213 -1.535 -3.689
H 9.953 -3.328 -2.689
H 11.052 -3.876 -4.824
H 13.143 -2.720 -5.470
H 14.128 -1.033 -3.972
Cl 2.148 2.040 5.245
C 1.785 3.082 6.580
C 2.776 3.544 7.434
Cl 4.438 3.116 7.209
C 2.443 4.372 8.497
C 1.122 4.738 8.702
C 0.131 4.278 7.843
C 0.462 3.449 6.782
H 3.213 4.732 9.166
H 0.865 5.383 9.532
H -0.898 4.568 8.001
H -0.308 3.087 6.105
Cl 9.664 1.081 -5.111
C 11.012 2.163 -5.207
C 10.984 3.295 -6.011
Cl 9.600 3.707 -6.959
C 12.091 4.131 -6.064
C 13.220 3.840 -5.315
C 13.244 2.710 -4.508
C 12.141 1.875 -4.457
H 12.074 5.012 -6.691
H 14.081 4.493 -5.361
H 14.123 2.481 -3.919
H 12.161 0.997 -3.829
Cl -9.234 -0.899 -0.674
C -10.683 -0.739 -1.605
C -11.845 -0.207 -1.064
Cl -11.922 0.343 0.571
C -12.986 -0.106 -1.848
C -12.965 -0.531 -3.166
C -11.801 -1.060 -3.706
C -10.663 -1.164 -2.925
H -13.894 0.307 -1.430
H -13.858 -0.450 -3.773
H -11.779 -1.391 -4.736
H -9.757 -1.577 -3.348
Cl -2.093 7.095 5.749
C -2.214 6.151 4.305
C -2.295 4.766 4.341
Cl -2.292 3.897 5.837
C -2.381 4.046 3.160
C -2.389 4.704 1.943
C -2.314 6.090 1.905
C -2.226 6.811 3.084
H -2.441 2.968 3.188
H -2.455 4.137 1.024
H -2.323 6.609 0.955
H -2.165 7.891 3.053
Cl -4.086 1.204 1.911
C -4.150 0.694 3.566
C -4.647 1.516 4.571
Cl -5.248 3.101 4.239
C -4.672 1.062 5.883
C -4.206 -0.207 6.192
C -3.716 -1.028 5.185
C -3.688 -0.577 3.877
H -5.056 1.700 6.669
H -4.226 -0.556 7.214
H -3.355 -2.020 5.422
H -3.304 -1.220 3.095
Cl -3.024 -1.603 10.139
C -1.632 -0.597 10.338
C -1.515 0.627 9.692
Cl -2.769 1.222 8.657
C -0.376 1.396 9.875
C 0.643 0.949 10.700
C 0.524 -0.272 11.349
C -0.612 -1.043 11.167
H -0.281 2.346 9.373
H 1.530 1.555 10.836
H 1.317 -0.623 11.997
H -0.703 -1.995 11.672
Cl -13.173 -6.259 -0.159
C -14.017 -5.507 -1.466
C -13.449 -4.482 -2.211
Cl -11.851 -3.902 -1.887
C -14.168 -3.902 -3.247
C -15.448 -4.343 -3.540
C -16.014 -5.370 -2.797
C -15.299 -5.950 -1.762
H -13.729 -3.104 -3.827
H -16.005 -3.886 -4.347
H -17.013 -5.719 -3.025
H -15.742 -6.749 -1.184

Forces on the atoms, in the same order (eV/Å):
C -0.485 -0.281 -0.600
C -0.414 0.688 0.304
C 1.639 0.849 0.879
Cl -0.521 -0.496 0.377
N 1.442 -1.703 0.258
C -1.868 1.061 0.131
C 1.361 0.731 -0.964
N 0.570 -0.201 -0.342
C -1.309 -1.022 -0.022
P 0.293 2.598 1.631
O 0.170 -0.419 -0.294
C 0.556 -0.826 2.407
F 0.529 -0.122 -0.083
N -0.729 2.482 1.457
H 0.264 0.072 0.437
H 0.312 0.074 -0.016
H -0.652 -0.884 -0.871
H 0.419 0.107 -0.254
H -0.688 -0.483 0.082
H -0.455 0.233 -0.700
H 0.131 0.256 -0.416
H 0.027 0.250 -0.078
H -0.263 0.161 0.119
H 0.237 -0.548 -0.714
H 0.177 -1.061 -0.070
Cl 0.068 -0.035 -0.099
C -0.100 -0.027 0.087
C -0.027 0.070 -0.024
Cl 0.654 0.640 0.591
C -0.128 0.140 0.115
C 0.042 -0.162 -0.009
C -0.156 0.233 -0.188
C -0.108 0.082 0.101
H 0.072 -0.091 -0.059
H 0.016 -0.005 -0.032
H 0.396 0.008 -0.757
H 0.060 -0.039 -0.051
Cl -0.426 -0.166 -0.031
C -0.083 -0.158 -0.375
C -0.045 -0.041 0.207
Cl 0.257 -0.263 -0.453
C -0.065 -0.054 -0.235
C 0.159 0.074 0.001
C -0.023 0.041 0.064
C -0.022 -0.023 -0.146
H 0.070 0.010 0.107
H 0.120 0.035 0.093
H 0.022 -0.012 0.023
H 0.029 0.002 0.103
Cl -0.260 -0.127 -0.205
C -0.009 0.062 0.162
C 0.032 -0.176 -0.029
Cl 0.002 0.100 -0.056
C -0.050 0.006 0.232
C 0.006 0.085 -0.044
C 0.013 -0.082 -0.010
C 0.032 -0.021 0.128
H 0.014 0.040 -0.121
H 0.001 -0.014 -0.034
H -0.026 0.039 -0.038
H 0.039 -0.063 -0.131
Cl 0.050 -0.015 0.158
C 0.024 0.191 -0.059
C -0.077 -0.577 0.051
Cl -1.092 -1.445 -3.174
C -0.056 -0.091 -0.066
C -0.014 0.041 -0.027
C 0.029 0.002 0.082
C -0.081 -0.216 -0.125
H 0.040 0.083 0.047
H 0.017 0.009 0.032
H 0.013 0.036 0.005
H 0.053 0.078 0.094
Cl -0.082 0.006 0.078
C 0.186 0.027 -0.027
C -0.148 -0.119 -0.065
Cl 0.180 0.041 0.104
C 0.020 -0.053 -0.192
C 0.038 0.054 0.004
C -0.065 -0.007 0.038
C -0.029 -0.144 -0.163
H 0.020 0.053 0.102
H -0.014 0.009 0.027
H 0.017 0.024 0.023
H -0.013 0.050 0.111
Cl 0.104 -0.029 -0.019
C -0.145 -0.007 0.026
C 0.037 0.036 0.117
Cl -0.178 -0.198 0.822
C -0.133 0.102 0.131
C -0.054 -0.070 -0.095
C 0.199 0.055 0.004
C 0.231 -0.125 0.041
H 0.072 -0.059 -0.080
H 0.033 -0.003 -0.010
H 0.008 0.013 -0.031
H 0.711 -0.037 0.298
Cl 0.011 0.062 -0.025
C 0.061 -0.037 0.024
C 0.001 0.146 -0.099
Cl -0.061 -0.090 0.026
C 0.206 0.015 0.093
C -0.040 -0.074 0.026
C -0.010 0.061 -0.056
C 0.189 0.069 0.051
H -0.117 -0.042 -0.026
H -0.031 0.011 -0.018
H -0.038 -0.027 0.015
H -0.123 -0.018 -0.027
Cl -0.056 0.152 0.245
C 0.087 -0.046 -0.246
C -0.162 0.062 0.093
Cl 0.106 -0.042 0.022
C -0.086 -0.080 -0.207
C 0.115 -0.012 -0.006
C -0.037 0.165 -0.001
C -0.004 0.170 -0.209
H 0.073 0.009 0.105
H -0.004 0.032 0.037
H 0.041 -0.013 0.022
H 0.025 0.000 0.093
Cl -0.003 -0.087 0.082
C 0.011 0.166 -0.008
C 0.079 -0.051 -0.056
Cl -1.116 0.275 -0.252
C 0.147 0.023 -0.198
C 0.023 0.080 0.018
C -0.013 -0.086 0.051
C -0.015 -0.021 -0.221
H 0.034 0.025 0.110
H -0.005 -0.031 0.037
H 0.007 0.022 0.031
H 0.004 -0.014 0.126
Cl -0.249 0.361 0.387
C 0.032 -0.055 0.039
C -0.081 0.107 0.113
Cl -0.217 -0.130 -0.097
C 0.067 -0.236 0.073
C -0.105 -0.065 -0.188
C -0.029 0.057 0.040
C 0.068 -0.121 0.106
H -0.028 0.090 -0.102
H -0.034 0.002 -0.033
H -0.002 0.010 -0.027
H -0.030 0.087 -0.066
Cl -0.065 0.058 -0.077
C 0.019 -0.140 0.072
C -0.009 0.051 0.017
Cl 0.182 0.097 0.159
C 0.171 -0.001 0.114
C -0.029 -0.087 0.022
C -0.021 0.063 -0.058
C 0.193 0.047 0.072
H -0.088 0.006 -0.056
H -0.033 0.024 -0.026
H -0.032 -0.023 -0.003
H -0.111 0.000 -0.058
Cl 0.095 0.050 -0.011
C -0.100 -0.107 0.069
C 0.054 0.048 -0.046
Cl -0.098 -0.270 0.146
C -0.203 -0.054 -0.104
C 0.007 -0.050 0.058
C 0.045 0.055 -0.022
C -0.159 0.035 -0.128
H 0.113 -0.015 0.065
H 0.035 0.005 0.002
H 0.017 -0.014 0.030
H 0.109 0.008 0.062

Results
Net charge = +1
Highest occupied orbital energy = -10.18 eV
LUMO = -4.34 eV
Gap between HOMO and LUMO = 0.21451 Ha
DFT total energy = -15231.0590 a.u.

---

A molecular structure, C7H10, computed with ωB97M-V with the def2-TZVPD basis set.

CARTESIAN COORDINATES (ANGSTROEM)
C -1.469 -1.449 0.302
C 0.494 -0.625 -1.092
C -1.331 0.888 -0.016
C 0.256 -1.337 0.315
C -2.599 0.061 0.032
C 0.134 0.269 0.014
C 1.181 1.234 0.381
H -1.731 -2.087 -0.545
H -1.724 -1.919 1.273
H 1.444 -0.750 -1.477
H -0.283 -0.941 -1.772
H -1.368 1.921 -0.499
H -1.741 1.180 1.066
H 0.704 -1.387 1.231
H 0.867 2.134 -0.164
H 2.197 0.871 0.156
H 1.195 1.525 1.475

Forces on the atoms, in the same order (eV/Å):
C 0.289 -0.315 1.281
C -1.428 -1.987 1.900
C -0.852 0.667 0.569
C -6.938 4.705 -3.820
C 5.604 -1.844 0.223
C -1.236 -0.365 -0.652
C 0.503 1.074 1.680
H -0.283 -0.104 0.246
H -0.403 0.097 -0.742
H 1.985 0.537 -0.734
H -0.016 0.011 -0.142
H 0.007 -1.209 0.381
H 0.612 -0.557 -0.787
H 1.810 -0.865 1.804
H 0.965 0.139 0.016
H -0.417 0.386 -0.227
H -0.201 -0.372 -0.996

Results
Energy above the lowest of the compared OMol25 structures with the same formula, charge and spin = 178.6 kcal/mol
Highest occupied orbital energy = -8.84 eV
LUMO = 0.43 eV
Gap between HOMO and LUMO = 0.34040 Ha
DFT total energy = -272.4334 a.u.